1.
The following is a quantum chemistry calculation of a 37-piece molecular cluster, C26H113NO39S overall, from the Open Molecules 2025 dataset.

```
180
C26H113NO39S, DFT ωB97M-V/def2-TZVPD
S -0.47 1.67 -2.91
O 6.44 -9.49 -3.64
O -1.25 -7.57 -3.15
O -1.95 2.38 -2.78
O 6.45 4.00 2.63
O 1.05 5.67 1.49
O 1.42 -2.29 2.50
O -4.34 -1.71 -5.67
O 1.96 7.97 3.59
O -4.04 -6.80 -2.50
O -2.95 -2.50 0.19
O -0.04 1.51 -4.30
O 8.78 5.67 -0.08
O 11.63 6.38 0.23
O -6.49 2.18 -8.49
O 4.20 4.37 -2.35
O 4.61 -1.87 -3.44
O -1.77 -3.96 -4.12
O -4.98 0.83 -6.02
O 5.78 6.17 0.08
O 3.76 -7.20 -3.17
O 2.65 3.22 6.56
O 5.60 2.19 5.67
O 3.92 1.65 -3.36
O -6.86 0.84 -1.49
O 3.61 1.38 9.60
O -4.67 -6.94 1.69
O 3.81 4.48 1.93
O -5.97 2.76 0.98
O -2.21 6.42 -3.46
O -2.76 -3.93 4.19
O 1.21 3.86 8.77
O -0.79 3.30 6.50
O -7.64 -0.06 -5.67
O 6.45 -6.18 -2.44
O 4.42 7.78 1.88
O 0.52 2.56 -2.27
O -4.10 6.51 -0.98
O -3.12 2.95 7.28
O 4.43 -6.72 -0.26
N -5.76 3.75 -2.51
C 1.30 -6.01 0.68
C -0.44 0.05 -2.01
C -0.22 0.96 0.50
C -1.94 -0.22 3.82
C 1.06 -0.43 -2.02
C 0.93 -5.47 -1.86
C -0.98 1.05 1.89
C -1.46 -6.84 2.48
C 1.27 -1.96 -2.29
C 0.73 -6.56 -0.69
C -3.81 3.08 -1.21
C -1.20 -5.60 1.51
C -1.26 3.71 1.76
C -2.19 2.32 3.71
C 0.30 -5.11 1.51
C -1.10 0.22 -0.58
C -1.37 -0.97 -2.79
C -1.20 -0.25 2.55
C -2.38 2.40 -1.39
C -2.49 0.95 -0.75
C 0.00 -4.21 -1.68
C 0.74 -2.91 -1.14
C -2.30 -0.59 -3.74
C -1.45 2.32 2.44
C -4.51 3.43 -2.57
C -2.43 1.04 4.39
H 2.96 4.70 2.34
H -7.72 0.28 -6.58
H -2.46 -2.56 1.03
H 4.48 -6.60 -3.42
H -6.08 3.92 -3.47
H -3.74 3.96 -0.52
H -7.24 2.75 -8.29
H 8.83 5.77 0.88
H 3.38 4.71 -2.72
H 1.49 -2.15 3.45
H -6.80 0.97 -0.54
H 4.84 -1.09 -2.91
H -3.22 0.39 -1.40
H 4.32 3.51 -2.77
H 1.56 0.11 -2.89
H -4.21 1.23 -5.60
H -2.14 -1.21 4.29
H 2.98 2.07 9.86
H -4.74 5.90 -1.37
H 2.78 3.11 7.51
H -2.22 3.92 1.19
H 3.88 -5.93 -0.29
H -1.35 -2.07 -2.57
H 0.65 -6.01 -2.81
H -0.44 3.75 0.99
H 3.02 -6.92 -3.72
H 5.15 5.55 -0.33
H -2.09 0.15 -4.54
H 0.64 -5.17 2.59
H -0.86 -1.22 2.12
H -2.63 -4.04 5.14
H 6.33 -6.91 -1.83
H 5.60 4.21 3.03
H 3.09 1.90 -2.94
H 0.15 1.97 0.18
H 1.76 6.29 1.29
H 2.40 -2.12 -2.34
H 2.04 -1.66 2.12
H 6.38 4.35 1.74
H 1.63 -3.30 -0.56
H -2.29 -7.44 2.01
H 0.87 -2.33 -3.27
H 0.04 -2.40 -0.43
H -6.23 1.48 -1.85
H -3.71 -3.82 4.09
H -8.48 0.17 -5.26
H 6.64 5.86 -0.22
H -5.08 -1.43 -6.22
H 11.66 5.49 -0.13
H -0.86 -4.49 -1.01
H -3.69 -1.92 0.40
H 2.57 8.64 3.25
H 2.00 8.07 4.54
H -4.99 -6.67 -2.58
H -5.22 -6.14 1.67
H -5.75 3.53 1.51
H -3.03 1.10 0.23
H -1.12 4.56 2.47
H 0.32 5.96 0.94
H -5.21 -7.61 1.25
H 4.19 -1.49 -4.23
H -0.53 -7.43 2.65
H -1.31 2.64 6.02
H 4.93 7.04 1.50
H 3.74 4.84 1.04
H -3.01 1.04 5.35
H -1.90 -6.44 3.44
H 1.65 -0.16 -1.12
H -3.03 6.76 -3.85
H 9.40 6.33 -0.42
H -5.67 0.87 -5.34
H 1.70 3.33 6.46
H 6.78 -5.46 -1.89
H 0.31 -4.03 1.25
H -4.04 3.40 -3.59
H -2.60 -3.71 -3.71
H 2.17 -5.34 0.41
H 0.69 3.20 8.28
H -2.59 3.26 4.15
H 0.64 4.64 8.77
H 5.53 2.55 4.77
H -1.81 -4.75 1.96
H -6.38 3.14 0.19
H -1.79 -8.24 -3.60
H 0.72 0.37 0.73
H -3.64 -1.09 -5.91
H 1.73 -6.86 1.26
H 2.01 -5.17 -1.98
H 7.29 -9.04 -3.76
H -3.30 -1.08 -3.65
H -1.85 -3.63 -5.03
H -3.90 -6.88 -1.55
H 3.89 -7.39 -0.71
H -6.00 2.13 -7.66
H 5.83 -8.78 -3.41
H -4.50 2.35 -0.69
H -2.10 5.55 -3.86
H -2.48 2.92 8.00
H -1.68 3.06 -0.80
H 4.76 2.41 6.08
H -1.79 -6.78 -3.17
H 3.79 7.35 2.46
H -3.87 2.43 7.60
H -3.25 6.18 -1.27
H -1.34 -0.81 -0.17
H 11.73 6.25 1.18
H -1.64 -5.77 0.49
H 4.45 1.84 9.52
H -1.36 4.08 6.50
H -0.32 -6.95 -0.65
H -0.47 -4.01 -2.69
H 3.85 1.99 -4.26
H 1.38 -7.44 -0.97
```

Results
Lowest unoccupied orbital energy: -0.0170 Ha
Frontier orbital gap: 0.3223 hartree

Results of the Löwdin charge analysis, in e, for atoms 1 through 6: S 0.74; O -0.06; O -0.06; O -0.23; O -0.07; O -0.06

=====

2.
The following is a quantum chemistry calculation of C24H24As2CsF6N6O7S2 as an isolated structure, from the Open Molecules 2025 dataset.

```
72
C24H24As2CsF6N6O7S2, DFT ωB97M-V/def2-TZVPD
Cs -0.42 0.98 1.86
As 0.20 2.63 -2.09
As 1.93 4.36 1.74
S -1.86 -2.13 3.07
S -4.39 -0.54 1.01
F 3.10 4.79 2.94
F 0.74 4.04 2.96
F 2.44 2.69 1.84
F 1.41 6.00 1.61
F 0.77 3.88 0.52
F 3.11 4.62 0.48
O -1.55 -0.90 3.80
O -5.61 0.24 0.91
O -1.37 -3.33 3.73
O -1.52 -2.06 1.66
O -4.25 -1.51 -0.10
O -3.19 0.24 1.24
O -2.45 3.67 0.66
N 2.92 -0.78 -0.94
N -1.88 2.63 -1.41
N 2.24 -1.94 -1.20
N 0.25 -0.64 -1.10
N -1.81 -1.80 -1.12
N 6.30 0.20 -1.41
C -1.98 -4.20 -1.18
C -3.67 -2.26 3.21
C 0.08 4.48 -2.65
C -4.08 -3.08 4.26
C -1.35 -5.42 -1.27
C 5.52 2.39 0.14
C 4.17 -0.85 -1.19
C 5.07 0.28 -0.89
C -6.38 -2.60 3.82
C -0.26 1.66 -3.70
C -1.05 -0.70 -1.05
C -5.99 -1.78 2.78
C 0.18 -3.09 -1.29
C -2.16 3.16 -0.36
C 4.64 1.35 -0.09
C 2.16 2.41 -2.08
C 0.80 -4.34 -1.38
C 0.94 -1.84 -1.19
C -5.42 -3.25 4.57
C 0.04 -5.49 -1.39
C -4.64 -1.60 2.45
C 6.79 2.33 -0.41
C 7.13 1.22 -1.17
C -1.21 -3.03 -1.20
H 1.88 -4.38 -1.44
H -5.70 -3.90 5.39
H -3.05 -4.11 -1.06
H 4.62 -1.74 -1.62
H 2.38 1.38 -1.79
H -7.43 -2.71 4.05
H 3.65 1.35 0.32
H -6.72 -1.25 2.19
H -0.93 4.68 -3.01
H 5.20 3.23 0.74
H 7.51 3.12 -0.26
H -1.95 -6.32 -1.24
H 8.12 1.13 -1.61
H -2.79 -1.71 -0.80
H 2.58 3.11 -1.37
H -1.33 1.74 -3.87
H 0.81 4.68 -3.43
H 0.52 -6.46 -1.45
H -3.31 -3.59 4.82
H 2.53 2.62 -3.09
H 0.02 0.62 -3.57
H 0.29 5.11 -1.79
H 0.29 2.08 -4.55
H -1.61 0.22 -0.94
```

Results
Lowest unoccupied orbital energy (spin up / spin down): 0.1441 / 0.1277 Ha
Net charge: -2
Frontier orbital gap (spin up / spin down): 0.2561 / 0.2527 hartree
Energy above the lowest of the compared OMol25 structures with the same formula, charge and spin: 0.00 kJ/mol
Spin multiplicity: 2

Results of the Löwdin charge analysis, in e, for atoms 1 through 6: Cs 1.11; As 1.15; As 0.70; S 0.41; S 0.47; F -0.26

=====

3.
The following is a quantum chemistry calculation of a 7-piece molecular cluster, C3H20O7 overall, from the Open Molecules 2025 dataset.

```
30
C3H20O7, DFT ωB97M-V/def2-TZVPD
O -2.03 -2.21 -0.92
O 0.65 -2.24 -2.12
O 0.13 0.10 0.78
O 1.88 2.91 -2.32
O 2.17 -0.06 -1.32
O -1.61 -2.19 1.83
O 0.96 -2.81 0.42
C 0.71 2.49 1.09
C -1.76 1.66 0.71
C -0.37 1.38 1.27
H -2.89 -2.32 -1.36
H -0.46 1.06 2.35
H -2.53 0.96 0.94
H 3.08 -0.34 -1.50
H -2.21 2.65 1.13
H -0.89 -1.56 1.76
H -0.01 -2.77 0.50
H -2.29 -1.88 0.00
H 0.95 2.83 -2.61
H 0.30 3.54 1.26
H -1.27 -2.76 2.63
H 2.04 2.01 -1.94
H 1.00 -2.48 -1.24
H 1.54 -0.67 -1.82
H 0.89 0.15 0.19
H -1.67 1.85 -0.35
H 1.59 2.31 1.77
H 1.33 -2.04 0.81
H 1.08 2.47 0.06
H -0.30 -2.02 -2.00
```

Results
Lowest unoccupied orbital energy: 0.0106 Ha
Frontier orbital gap: 0.3967 hartree
Energy above the lowest of the compared OMol25 structures with the same formula, charge and spin: 35.19 kJ/mol
SMILES: CC(C)O.O.O.O.O.O.O

Results of the Löwdin charge analysis, in e, for atoms 1 through 6: O -0.08; O -0.09; O -0.11; O -0.08; O -0.09; O -0.09

=====

4.
The following is a quantum chemistry calculation of C3H2Br3O2 as an isolated structure, from the Open Molecules 2025 dataset.

```
10
C3H2Br3O2, DFT ωB97M-V/def2-TZVPD
Br -2.24 -0.09 0.93
Br 0.01 -2.16 1.35
Br -1.63 -1.84 -1.46
O 0.71 1.23 1.67
O 1.84 1.95 -0.18
C -0.89 -1.04 0.06
C 0.39 0.31 -0.60
C 1.03 1.27 0.49
H -0.38 0.68 -1.26
H 1.15 -0.31 -1.00
```

Results
Lowest unoccupied orbital energy: 0.1036 Ha
Net charge: -1
Frontier orbital gap: 0.2711 hartree
Energy above the lowest of the compared OMol25 structures with the same formula, charge and spin: 167.84 kJ/mol

Results of the Löwdin charge analysis, in e, for atoms 1 through 6: Br 0.58; Br 0.54; Br 0.56; O -0.06; O -0.07; C -1.78

=====

5.
The following is a quantum chemistry calculation of a 2-piece molecular cluster, C2H7N3O overall, from the Open Molecules 2025 dataset.

```
13
C2H7N3O, DFT ωB97M-V/def2-TZVPD
O -1.33 -1.34 0.22
N 0.05 0.12 1.39
N 1.41 -0.20 -1.53
N -1.55 0.94 -0.07
C -0.84 -0.10 0.50
C 2.18 -0.15 -0.56
H 0.50 0.32 -1.33
H -1.95 -1.29 -0.52
H 1.81 0.31 0.45
H 0.32 -0.72 1.89
H 3.09 -0.77 -0.58
H -1.15 1.87 0.04
H -2.54 1.01 0.10
```

Results
Lowest unoccupied orbital energy: 0.0199 Ha
Frontier orbital gap: 0.3595 hartree
Energy above the lowest of the compared OMol25 structures with the same formula, charge and spin: 217.48 kJ/mol
SMILES: [H]/N=C(/N)O.C=N

Results of the Löwdin charge analysis, in e, for atoms 1 through 6: O 0.07; N 0.10; N 0.01; N 0.10; C -0.63; C -0.18

=====

6.
The following is a quantum chemistry calculation of C3H4BrIO as an isolated structure, from the Open Molecules 2025 dataset.

```
10
C3H4BrIO, DFT ωB97M-V/def2-TZVPD
I -1.99 1.93 -0.42
Br -2.37 -1.35 -0.41
O -0.14 -1.48 1.13
C 1.26 0.26 0.35
C 0.04 -0.52 0.42
C -1.03 -0.05 -0.63
H 1.42 0.65 1.34
H 1.02 1.10 -0.26
H -0.41 -0.29 -1.55
H 2.20 -0.24 0.03
```

Results
Lowest unoccupied orbital energy: -0.0203 Ha
Frontier orbital gap: 0.3324 hartree
Energy above the lowest of the compared OMol25 structures with the same formula, charge and spin: 0.00 kJ/mol

Results of the Löwdin charge analysis, in e, for atoms 1 through 6: I 0.74; Br 0.69; O 0.02; C -0.04; C -0.63; C -1.12

=====

7.
The following is a quantum chemistry calculation of C4H6N2S in the gas phase, from the Open Molecules 2025 dataset.

```
13
C4H6N2S, DFT ωB97M-V/def2-TZVPD
S 1.45 -0.03 -2.32
N -0.04 0.77 -0.35
N -0.71 0.27 1.93
C 0.12 0.76 0.88
C -0.19 -0.70 2.77
C -1.09 -1.21 2.00
C 1.03 1.26 -1.10
H 0.99 1.20 1.29
H 0.45 -0.77 3.57
H 0.17 -0.52 -2.61
H -1.74 -1.61 1.28
H 0.56 2.06 -1.63
H 1.95 1.57 -0.61
```

Results
Lowest unoccupied orbital energy: 0.0328 Ha
Frontier orbital gap: 0.3406 hartree
Energy above the lowest of the compared OMol25 structures with the same formula, charge and spin: 524.99 kJ/mol
SMILES: SC/N=C/N1C=C1

Results of the Löwdin charge analysis, in e, for atoms 1 through 6: S 0.65; N -0.04; N -0.07; C -0.24; C -0.06; C 0.09

=====

8.
The following is a quantum chemistry calculation of C23H29CrN4O9 as an isolated structure, from the Open Molecules 2025 dataset.

```
66
C23H29CrN4O9, DFT ωB97M-V/def2-TZVPD
Cr -0.20 0.18 -1.49
O 2.45 -0.81 2.94
O -0.34 -1.73 -1.04
O 1.42 1.20 -0.94
O -0.95 1.86 -2.17
O -1.16 0.64 0.61
O 0.48 -0.34 -3.32
O -0.86 -2.38 1.05
O 2.58 2.74 0.19
O -0.95 4.09 -2.04
N 0.81 0.08 1.65
N -2.93 -0.83 -1.72
N -1.37 0.12 3.41
N 0.28 1.88 3.76
C -2.28 -3.00 -0.75
C 4.22 -3.26 -3.41
C -0.79 1.37 2.90
C 3.15 -0.79 -2.72
C 2.89 -2.99 -3.67
C -0.01 1.79 5.18
C -1.00 2.89 0.01
C -0.92 2.99 -1.52
C -0.16 1.14 1.50
C 2.35 -1.75 -3.33
C 1.54 2.14 -0.05
C 5.02 -2.30 -2.80
C 0.30 2.44 0.79
C 0.91 -1.46 -3.58
C -2.83 2.08 1.61
C -1.05 -2.36 -0.15
C -0.01 -2.50 -4.11
C -2.02 1.80 0.37
C 1.64 1.40 3.45
C -1.92 2.39 2.80
C 4.48 -1.07 -2.46
C -3.37 -1.94 -0.87
C 1.69 0.10 2.67
H -1.03 2.13 5.39
H -0.66 -0.61 3.45
H 4.64 -4.23 -3.68
H 2.20 1.25 4.36
H -4.29 -2.42 -1.23
H -2.05 -3.39 -1.74
H 0.67 2.45 5.72
H -3.48 1.23 1.82
H 6.06 -2.52 -2.58
H 0.29 -2.83 -5.11
H -2.66 1.53 -0.46
H -0.03 -3.38 -3.46
H 0.58 3.19 1.52
H -3.67 -0.15 -1.88
H 0.09 0.78 5.59
H -1.01 -2.08 -4.17
H -2.03 -0.24 2.73
H 5.09 -0.33 -1.96
H -2.64 -1.17 -2.63
H -1.33 3.87 0.35
H 2.18 2.14 2.84
H -1.48 3.38 2.70
H -2.61 -3.82 -0.10
H 2.27 -3.74 -4.14
H -2.49 2.36 3.73
H -3.58 -1.54 0.13
H 0.70 -0.77 1.11
H -3.48 2.94 1.40
H 2.72 0.16 -2.43
```

Results
Lowest unoccupied orbital energy (spin up / spin down): 0.0881 / 0.0883 Ha
Net charge: -1
Frontier orbital gap (spin up / spin down): 0.2231 / 0.3059 hartree
Energy above the lowest of the compared OMol25 structures with the same formula, charge and spin: 73.20 kJ/mol
Spin multiplicity: 5

Results of the Löwdin charge analysis, in e, for atoms 1 through 6: Cr 0.86; O 0.05; O -0.15; O -0.11; O -0.14; O -0.07

=====

9.
The following is a quantum chemistry calculation of a 2-piece molecular cluster, CH5NOS overall, from the Open Molecules 2025 dataset.

```
9
CH5NOS, DFT ωB97M-V/def2-TZVPD
S 1.44 -0.36 1.96
O -1.83 0.73 -0.69
N -0.55 -0.18 -2.35
C -0.75 0.43 -1.15
H 0.38 -0.51 -2.56
H 0.77 -1.42 1.48
H 0.39 0.03 2.70
H -1.29 -0.69 -2.80
H 0.17 0.65 -0.60
```

Results
Lowest unoccupied orbital energy: 0.0264 Ha
Frontier orbital gap: 0.3865 hartree
Energy above the lowest of the compared OMol25 structures with the same formula, charge and spin: 13.18 kJ/mol
SMILES: NC=O.S

Results of the Löwdin charge analysis, in e, for atoms 1 through 6: S 0.47; O 0.01; N 0.11; C -0.44; H 0.09; H -0.22

=====

10.
The following is a quantum chemistry calculation of a 2-piece molecular cluster, C2H4O2P2 overall, from the Open Molecules 2025 dataset.

```
10
C2H4O2P2, DFT ωB97M-V/def2-TZVPD
P -1.49 0.79 -0.25
P 0.27 1.24 -2.05
O 0.79 -1.49 1.72
O -1.12 0.29 -1.81
C -0.01 1.78 -0.46
C -0.07 -1.15 0.65
H -0.93 -1.81 0.69
H 0.44 -1.13 -0.31
H 0.51 2.47 0.18
H 1.61 -0.99 1.63
```

Results
Lowest unoccupied orbital energy (spin up / spin down): -0.0237 / -0.0236 Ha
Frontier orbital gap (spin up / spin down): 0.2666 / 0.2667 hartree
Energy above the lowest of the compared OMol25 structures with the same formula, charge and spin: 312.84 kJ/mol

Results of the Löwdin charge analysis, in e, for atoms 1 through 6: P 0.81; P 0.79; O -0.07; O -0.82; C -0.67; C -0.18

=====

Summary of calculated total energy in eV
-120969.1023; -208759.5886; -17768.2370; -217366.0596; -8704.0230; -83365.3167; -18055.5321; -77137.3697; -15490.9830; -24808.3590
(order as listed above)